No. 1
This record from the OMol25 dataset describes an isolated molecule of C4H6N2O8 at a distorted geometry. The level of theory is ωB97M-V/def2-TZVPD.

```
20
Properties=species:S:1:pos:R:3
C 1.95 1.01 2.20
C 1.20 1.25 1.14
C 0.30 0.22 0.56
C 0.18 0.31 -0.97
O 1.42 0.24 -1.62
N 1.97 -1.00 -1.52
O 3.02 -1.23 -2.11
O 1.41 -1.86 -0.85
O -0.98 0.24 1.14
O -1.75 -0.83 0.55
O -2.30 -0.39 -0.70
N -3.63 -0.60 -0.67
O -4.29 -0.22 -1.64
O -4.16 -1.15 0.29
H 2.60 1.75 2.62
H 1.92 0.05 2.67
H 1.18 2.24 0.70
H 0.70 -0.79 0.80
H -0.45 -0.50 -1.34
H -0.28 1.27 -1.26
```

## Properties
ΔE to the lowest compared entry with this formula, charge and spin, kcal per mole: 177.89
Structure (SMILES): C=C[C@H](CO[N+](=O)[O-])OOO[N+](=O)[O-]
Net charge: 0
E, a.u.: -866.937839
Gap between HOMO and LUMO, eV: 10.818
E_LUMO, eV: -0.35

Here are the Löwdin charges for atoms 1 to 5, given in e:
1 C 0.067
2 C -0.096
3 C -0.343
4 C -0.130
5 O 0.061

***

No. 2
This record from the OMol25 dataset describes an isolated molecule of C4H7NO at a distorted geometry. The level of theory is ωB97M-V/def2-TZVPD.

```
13
Properties=species:S:1:pos:R:3
C 1.35 0.61 0.24
C 0.26 -0.02 -0.64
C -0.48 -1.18 0.11
N -1.57 -0.52 0.86
C -1.94 0.56 0.50
O -0.66 0.89 -1.10
H 1.83 1.43 -0.30
H 0.91 1.02 1.16
H 2.12 -0.12 0.53
H 0.73 -0.52 -1.51
H -0.97 -1.88 -0.58
H 0.16 -1.75 0.79
H -1.74 1.49 -0.07
```

## Properties
ΔE to the lowest compared entry with this formula, charge and spin, kcal per mole: 97.13
Net charge: 0
E, a.u.: -286.476855
Gap between HOMO and LUMO, eV: 9.590
E_LUMO, eV: 0.24

Here are the Löwdin charges for atoms 1 to 5, given in e:
1 C -0.059
2 C -0.523
3 C -0.122
4 N 0.060
5 C 0.119

***

No. 3
This record from the OMol25 dataset describes C47H42FeN5OP2 as an isolated structure. The level of theory is ωB97M-V/def2-TZVPD.

```
98
Properties=species:S:1:pos:R:3
Fe -0.74 -0.63 -0.42
C -2.72 0.77 -2.40
P -0.88 0.78 -2.15
C 0.06 -0.40 -3.18
C 0.63 -2.49 -2.90
C 1.26 -3.08 -4.12
C 1.42 -2.40 -5.31
C 1.24 -1.04 -5.45
C 1.18 -0.13 -4.27
C -0.42 2.52 -2.20
C -1.28 3.41 -1.56
C -1.00 4.76 -1.54
C 0.16 5.24 -2.15
C 1.03 4.36 -2.76
C 0.75 3.00 -2.79
C -3.22 0.76 -0.98
C -4.21 1.44 -0.31
C -3.95 1.29 1.09
C -2.81 0.52 1.19
C -1.88 0.15 2.31
P -0.29 0.51 1.42
C 0.39 -0.45 4.37
C 0.76 -0.09 5.78
C 0.77 -1.00 6.78
C 0.40 -2.34 6.55
C -0.07 -2.73 5.28
C -0.12 -1.86 4.24
C 0.04 2.26 1.64
C -0.43 2.97 2.75
C -0.09 4.29 2.94
C 0.74 4.93 2.02
C 1.21 4.24 0.91
C 0.86 2.92 0.72
N -2.40 0.17 -0.06
H -3.02 1.68 -2.94
H -3.02 -0.09 -3.00
H 0.51 -3.24 -2.13
H 1.47 -4.14 -4.09
H 1.70 -2.98 -6.19
H 1.30 -0.59 -6.44
H 1.20 0.90 -4.61
H -2.18 3.06 -1.07
H -1.68 5.45 -1.05
H 0.37 6.30 -2.14
H 1.93 4.73 -3.24
H 1.45 2.34 -3.26
H -5.02 2.00 -0.74
H -4.52 1.71 1.90
H -2.04 0.77 3.18
H -1.93 -0.90 2.59
H 1.02 0.94 5.97
H 1.05 -0.69 7.78
H 0.44 -3.06 7.36
H -0.42 -3.74 5.14
H -0.52 -2.16 3.28
H -1.07 2.49 3.49
H -0.46 4.83 3.80
H 1.01 5.97 2.17
H 1.84 4.74 0.18
H 1.20 2.40 -0.16
C -3.22 -3.06 -2.87
C -2.73 -2.84 -4.17
C -1.57 -2.16 -4.35
C -0.74 -1.74 -3.20
N -1.44 -1.79 -1.92
C -2.55 -2.45 -1.79
C 1.18 -1.12 -2.36
C 2.28 -0.53 -3.22
C 3.03 0.52 -2.50
C 3.03 0.57 -1.16
C 2.11 -0.22 -0.34
N 1.15 -0.98 -0.92
C 2.28 -0.11 1.09
C 3.60 0.03 1.57
C 3.88 -0.03 2.91
C 2.83 -0.21 3.83
C 1.54 -0.26 3.39
N 1.24 -0.20 2.04
H -4.12 -3.62 -2.69
H -3.30 -3.18 -5.02
H -1.19 -1.96 -5.34
H -2.99 -2.47 -0.80
H 2.99 -1.25 -3.63
H 3.67 1.19 -3.06
H 3.65 1.30 -0.66
H 4.40 0.07 0.86
H 4.90 0.04 3.25
H 3.03 -0.30 4.88
H -0.40 0.25 4.06
C -1.18 -4.38 1.81
C -0.46 -3.33 1.01
N 0.74 -3.62 0.54
O -1.01 -2.21 0.84
H -1.21 -5.32 1.26
H -2.18 -4.05 2.03
H -0.64 -4.56 2.74
H 1.17 -4.51 0.73
H 1.23 -2.91 -0.01
```

## Properties
⟨S²⟩: 8.896
Net charge: +2
E, a.u.: -4111.005555
Multiplicity: 6
Gap between HOMO and LUMO (spin up / spin down), eV: 6.154 / 6.000
E_LUMO (spin up / spin down), eV: -5.32 / -6.59

Here are the Löwdin charges for atoms 1 to 5, given in e:
1 Fe 0.337
2 C -0.165
3 P 1.187
4 C -0.249
5 C -0.088

***

No. 4
This record from the OMol25 dataset describes C13H6F9N2O6PdS3 as an isolated structure at a distorted geometry. The level of theory is ωB97M-V/def2-TZVPD.

```
40
Properties=species:S:1:pos:R:3
Pd 0.10 0.07 -0.34
S -3.06 -2.57 1.26
C -2.56 -3.19 -0.26
C -1.54 -2.49 -0.85
C -1.22 -1.42 -0.01
C -1.89 -1.32 1.17
C -1.51 -0.25 2.04
C -1.97 0.03 3.32
C -1.39 1.06 4.03
C -0.34 1.78 3.47
C 0.08 1.48 2.19
N -0.52 0.51 1.50
H -3.05 -4.07 -0.65
H -1.07 -2.75 -1.78
H -2.77 -0.57 3.74
H -1.73 1.29 5.03
H 0.15 2.57 4.01
H 0.89 2.01 1.72
F 3.34 2.50 -0.35
C 2.85 2.12 -1.52
F 2.95 0.79 -1.63
F 3.50 2.70 -2.50
S 1.05 2.65 -1.56
O 0.56 2.56 -0.21
O 0.99 3.89 -2.25
N 0.40 1.37 -2.36
S -1.19 1.39 -2.47
O -1.67 0.90 -1.13
O -1.72 2.56 -3.06
C -1.41 0.00 -3.70
F -0.60 -1.01 -3.42
F -1.15 0.47 -4.89
F -2.67 -0.41 -3.62
F 3.05 -3.69 0.48
C 3.06 -2.47 0.98
F 4.23 -1.89 0.72
F 2.89 -2.53 2.30
C 1.93 -1.62 0.35
O 1.71 -0.46 0.88
O 1.30 -1.99 -0.63
```

## Properties
ΔE to the lowest compared entry with this formula, charge and spin, kcal per mole: 40.56
Net charge: +1
E, a.u.: -3280.795888
Gap between HOMO and LUMO, eV: 6.105
E_LUMO, eV: -6.76

Here are the Löwdin charges for atoms 1 to 5, given in e:
1 Pd 1.272
2 S 1.143
3 C -0.340
4 C -0.130
5 C -0.204